(1)
ORCA calculation (wB97M-V/def2-TZVPD) on the ion C20H29F6N4O8 with charge +1 at a distorted geometry.

Each line ends with the Löwdin charge.
Geometry (Å):
C (-1.392, 2.361, -3.957)  0.0472
C (-0.368, 3.269, -3.358)  -0.4246
O (-0.217, 4.421, -3.484)  0.2224
O (0.508, 2.583, -2.402)  0.0572
C (1.523, 1.910, -2.975)  -0.4680
O (1.699, 1.808, -4.147)  0.1775
C (2.466, 1.325, -1.931)  -0.0035
N (1.849, 0.455, -0.922)  0.0626
C (1.299, 1.110, 0.156)  -0.1933
N (2.212, 1.540, 1.037)  0.1884
N (1.939, 2.218, 2.219)  0.0610
C (2.628, 3.478, 2.280)  -0.4779
O (3.388, 3.863, 1.490)  0.2454
F (2.243, 4.099, 3.382)  0.1954
C (2.149, 1.371, 3.379)  -0.4461
O (3.055, 1.441, 4.102)  0.2758
F (1.151, 0.508, 3.455)  0.1763
N (-0.022, 1.197, 0.334)  0.0846
C (-0.647, 2.447, 0.804)  -0.0767
O (-1.928, 2.103, 1.284)  0.0786
C (-2.207, 2.523, 2.548)  -0.7460
F (-1.362, 1.974, 3.432)  0.1683
F (-3.420, 2.174, 2.831)  0.2398
F (-2.069, 3.842, 2.667)  0.1937
C (-0.904, 0.543, -0.681)  -0.0842
O (-0.267, -0.301, -1.595)  0.0323
C (1.040, -0.717, -1.315)  -0.4598
C (1.649, -1.379, -2.555)  -0.0056
C (1.102, -2.755, -2.964)  -0.3207
C (1.597, -3.955, -2.149)  -0.0175
F (-0.302, -2.719, -2.958)  -0.0183
O (1.105, -1.496, -0.160)  -0.0123
C (-0.035, -2.265, 0.279)  -0.1210
C (-0.764, -1.646, 1.478)  -0.3179
C (-0.209, -2.187, 2.814)  -0.0395
C (-2.284, -1.856, 1.346)  -0.3973
C (-2.688, -3.325, 1.158)  -0.0508
C (-3.033, -1.243, 2.539)  -0.0485
H (-2.103, 2.054, -3.179)  0.0944
H (-0.917, 1.457, -4.348)  0.1022
H (-1.921, 2.898, -4.745)  0.1091
H (3.262, 0.799, -2.466)  0.1456
H (2.935, 2.171, -1.412)  0.1493
H (3.187, 1.352, 0.820)  0.1989
H (-0.046, 2.900, 1.585)  0.1280
H (-0.755, 3.126, -0.047)  0.1597
H (-1.649, -0.025, -0.114)  0.1143
H (-1.407, 1.342, -1.240)  0.1312
H (2.717, -1.520, -2.343)  0.1481
H (1.558, -0.701, -3.407)  0.1249
H (1.394, -2.887, -4.013)  0.1460
H (2.082, -4.688, -2.801)  0.0866
H (2.285, -3.664, -1.351)  0.0826
H (0.741, -4.457, -1.689)  0.0861
H (0.390, -3.232, 0.577)  0.1382
H (-0.705, -2.460, -0.562)  0.1199
H (-0.565, -0.564, 1.491)  0.1043
H (-0.210, -1.413, 3.590)  0.0683
H (-0.805, -3.021, 3.198)  0.0810
H (0.828, -2.520, 2.701)  0.0875
H (-2.640, -1.318, 0.450)  0.1229
H (-2.320, -3.752, 0.220)  0.0789
H (-3.781, -3.402, 1.134)  0.0901
H (-2.337, -3.956, 1.982)  0.0837
H (-2.648, -0.242, 2.778)  0.0580
H (-2.960, -1.869, 3.435)  0.0910
H (-4.096, -1.125, 2.295)  0.0920

Summary:
SMILES string: CC(=O)OC(=O)CN1C(NN(C(=O)F)C(=O)F)=[N+](COC(F)(F)F)CO[C@]1(C[C@@H](C)F)OC[C@H](C)C(C)C
LUMO, eV: -3.87
Total charge: +1

(2)
ORCA calculation (wB97M-V/def2-TZVPD) on a structure of composition C20H29FeO2Si at a distorted geometry.

Each line ends with the Löwdin charge.
Geometry (Å):
C (2.406, -0.238, 0.318)  -0.1289
C (1.764, -1.635, 0.452)  -0.3724
C (0.301, -1.413, 0.164)  -0.5083
O (-0.355, -0.403, 0.628)  -0.0909
Si (-1.950, 0.102, 0.072)  0.4235
C (-2.431, 1.292, 1.413)  -0.2041
C (-1.802, 1.060, -1.515)  -0.2242
C (-3.023, -1.380, -0.128)  -0.1861
O (-0.223, -2.144, -0.780)  -0.0345
C (0.907, -2.856, -1.524)  -0.0879
C (2.148, -2.513, -0.750)  -0.1373
H (3.502, -0.329, 0.337)  0.0600
H (2.125, 0.202, -0.649)  0.0750
H (2.100, 0.432, 1.133)  0.0729
H (-3.521, 1.433, 1.363)  0.0189
H (-2.168, 0.944, 2.423)  0.0263
H (-1.950, 2.269, 1.244)  0.0251
H (-2.832, 1.306, -1.820)  0.0202
H (-1.252, 2.000, -1.369)  0.0191
H (-1.326, 0.485, -2.320)  0.0215
H (-4.052, -1.069, 0.098)  0.0236
H (-2.999, -1.744, -1.163)  0.0320
H (-2.757, -2.208, 0.539)  0.0359
H (0.650, -3.918, -1.523)  0.1138
H (0.908, -2.434, -2.539)  0.1016
H (2.833, -1.948, -1.392)  0.1008
H (2.664, -3.434, -0.485)  0.0839
C (0.820, -1.938, 2.803)  -0.0721
C (1.998, -2.185, 1.838)  -0.2377
C (2.449, -3.645, 1.996)  -0.2190
C (3.653, -4.271, 1.402)  -0.1284
C (3.739, -5.632, 1.885)  -0.1591
C (2.625, -5.869, 2.785)  -0.1326
C (1.827, -4.658, 2.834)  -0.1217
Fe (3.717, -4.308, 3.364)  0.3037
C (3.670, -3.159, 4.967)  -0.1645
C (4.679, -2.703, 4.021)  -0.1474
C (5.589, -3.805, 3.769)  -0.1650
C (5.148, -4.943, 4.557)  -0.1583
C (3.963, -4.546, 5.298)  -0.1612
H (0.514, -0.889, 2.810)  0.0753
H (-0.045, -2.569, 2.545)  0.0880
H (1.129, -2.186, 3.830)  0.0654
H (2.837, -1.584, 2.239)  0.1272
H (4.296, -3.780, 0.672)  0.1085
H (4.486, -6.358, 1.576)  0.1036
H (2.386, -6.802, 3.290)  0.1098
H (0.874, -4.539, 3.347)  0.1090
H (2.917, -2.536, 5.441)  0.0982
H (4.806, -1.682, 3.669)  0.0955
H (6.500, -3.749, 3.183)  0.0963
H (5.675, -5.887, 4.656)  0.1036
H (3.446, -5.141, 6.046)  0.1038

Summary:
<S²>: 6.03
2S+1: 5
LUMO (alpha / beta), eV: 2.72 / 2.44
Total charge: -1

(3)
ORCA calculation (wB97M-V/def2-TZVPD) on an isolated molecule of C20H29N3O5S.

Each line ends with the Löwdin charge.
Geometry (Å):
C (-6.039, -3.460, -0.413)  -0.0601
C (-5.090, -3.013, -1.516)  -0.2130
O (-4.680, -1.659, -1.333)  0.0086
C (-3.661, -1.438, -0.500)  -0.4324
O (-3.060, -2.329, 0.083)  0.0759
C (-3.328, -0.029, -0.370)  -0.1518
C (-3.959, 1.070, -1.018)  -0.0604
C (-3.408, 2.265, -0.704)  -0.5098
C (-3.820, 3.621, -1.161)  -0.2660
C (-4.455, 4.421, -0.021)  -0.1071
S (-2.077, 2.094, 0.422)  1.1779
C (-2.294, 0.391, 0.443)  -0.4332
N (-1.498, -0.435, 1.193)  0.1098
C (-0.482, 0.046, 1.959)  -0.4626
O (-0.261, 1.242, 2.024)  -0.0186
C (0.344, -1.027, 2.658)  -0.0903
N (1.573, -1.401, 1.990)  -0.1586
C (2.697, -0.496, 2.108)  -0.1376
C (2.728, 0.608, 1.038)  -0.1095
N (2.666, -0.007, -0.270)  -0.0350
C (3.640, -0.062, -1.196)  -0.3872
O (3.514, -0.696, -2.232)  0.0514
C (4.917, 0.749, -0.895)  -0.2275
C (5.956, 0.580, -2.017)  -0.1124
C (7.198, 0.055, -1.294)  -0.1443
C (6.586, -0.564, -0.040)  -0.1918
O (5.527, 0.303, 0.313)  -0.1159
C (1.476, -0.817, -0.439)  -0.1001
C (1.447, -1.911, 0.639)  -0.1372
H (-6.383, -4.470, -0.616)  0.0773
H (-6.898, -2.794, -0.363)  0.0784
H (-5.527, -3.449, 0.546)  0.0747
H (-5.582, -3.030, -2.490)  0.1242
H (-4.202, -3.654, -1.534)  0.1216
H (-4.787, 0.941, -1.691)  0.1217
H (-2.947, 4.163, -1.533)  0.1071
H (-4.533, 3.516, -1.981)  0.1125
H (-4.752, 5.406, -0.371)  0.0692
H (-5.335, 3.905, 0.357)  0.0778
H (-3.746, 4.539, 0.794)  0.0618
H (-1.737, -1.425, 1.101)  0.1274
H (0.608, -0.656, 3.652)  0.1323
H (-0.263, -1.932, 2.768)  0.1273
H (2.692, -0.045, 3.100)  0.1261
H (3.609, -1.095, 2.002)  0.1250
H (3.641, 1.184, 1.153)  0.1142
H (1.863, 1.269, 1.154)  0.1156
H (4.633, 1.798, -0.750)  0.1555
H (5.576, -0.152, -2.731)  0.1071
H (6.142, 1.516, -2.539)  0.1145
H (7.858, 0.878, -1.015)  0.1109
H (7.758, -0.667, -1.882)  0.1110
H (6.198, -1.569, -0.258)  0.1282
H (7.264, -0.614, 0.813)  0.1233
H (1.509, -1.264, -1.434)  0.1242
H (0.599, -0.166, -0.367)  0.1182
H (0.531, -2.499, 0.556)  0.1215
H (2.300, -2.577, 0.468)  0.1305

Summary:
SMILES string: CCOC(=O)c1cc(CC)sc1NC(=O)CN1CCN(C(=O)[C@@H]2CCCO2)CC1
LUMO, eV: 0.56